Record 1
This record from the Open Molecules 2025 dataset describes a molecular structure, C38H27N3O4P2PbS2 at a distorted geometry. The level of theory is ωB97M-V with the def2-TZVPD basis set.

Properties
HOMO = -0.2837 hartree
Relative energy (zero: lowest compared OMol25 entry of this formula, charge and spin) = 0.0 kJ/mol
LUMO energy = -1.2 eV
HOMO-LUMO gap = 6.5179 eV

The geometry in XYZ format:
```
77
Properties=species:S:1:pos:R:3:mulliken_charge:R:1
Pb 0.368 1.342 -0.593 1.08
S -0.761 -1.518 0.386 -0.34
P -0.503 -3.237 -0.562 0.84
C 0.769 -2.131 -0.779 -1.08
P 2.242 -2.101 0.212 2.18
S 2.882 -0.250 0.554 -0.53
C 2.089 -3.099 1.720 0.01
C 1.406 -2.571 2.814 0.30
C 1.211 -3.312 3.969 -0.40
C 1.738 -4.596 4.039 -0.76
C 2.428 -5.133 2.959 -0.62
C 2.601 -4.396 1.796 -0.43
C 3.428 -3.014 -0.816 -0.20
C 3.048 -3.651 -1.993 -0.15
C 3.986 -4.354 -2.739 -0.78
C 5.303 -4.420 -2.313 -0.45
C 5.690 -3.776 -1.144 -0.71
C 4.757 -3.071 -0.400 -0.32
C -1.428 -3.579 -2.056 0.57
C -2.386 -4.591 -2.085 -0.52
C -3.131 -4.796 -3.236 -0.72
C -2.920 -3.995 -4.350 -0.42
C -1.968 -2.984 -4.320 -0.73
C -1.222 -2.768 -3.172 -0.43
C -0.466 -4.731 0.413 0.73
C 0.097 -5.879 -0.147 -0.30
C 0.176 -7.035 0.610 -0.71
C -0.312 -7.046 1.913 -0.63
C -0.872 -5.904 2.466 -0.60
C -0.947 -4.737 1.720 -0.42
H 1.004 -1.572 2.759 -0.20
H 0.643 -2.884 4.789 0.38
H 1.605 -5.182 4.940 0.42
H 2.830 -6.137 3.016 0.45
H 3.125 -4.833 0.957 0.33
H 2.025 -3.585 -2.346 0.44
H 3.685 -4.843 -3.657 0.43
H 6.033 -4.967 -2.895 0.38
H 6.719 -3.820 -0.814 0.41
H 5.057 -2.559 0.507 0.39
H -2.549 -5.215 -1.215 0.44
H -3.877 -5.579 -3.262 0.41
H -3.504 -4.158 -5.247 0.39
H -1.809 -2.361 -5.190 0.41
H -0.475 -1.986 -3.128 0.37
H 0.467 -5.872 -1.166 0.46
H 0.614 -7.928 0.185 0.42
H -0.251 -7.953 2.500 0.41
H -1.242 -5.911 3.483 0.54
H -1.362 -3.836 2.156 0.44
O -2.816 0.091 5.868 -0.71
C -1.989 -0.478 5.155 -0.02
O -1.494 -1.631 5.176 -0.61
C -1.411 0.327 3.989 0.57
C -0.029 0.480 3.896 -0.38
C 0.522 0.949 2.731 -0.58
N -0.235 1.300 1.680 0.12
C -1.575 1.318 1.815 0.16
C -2.195 0.842 2.953 -0.55
C -2.369 1.871 0.636 0.53
O -3.576 1.895 0.686 -0.67
O -1.627 2.318 -0.348 -0.74
H 0.611 0.131 4.696 0.46
H 1.593 0.977 2.584 0.50
H -3.274 0.837 3.004 0.64
N 3.052 8.415 1.572 -0.41
C 2.663 7.383 1.253 -0.20
C 2.177 6.088 0.843 0.86
C 3.072 5.115 0.411 -0.74
C 2.564 3.892 0.025 -0.28
N 1.257 3.618 0.050 -0.10
C 0.399 4.552 0.466 -0.16
C 0.819 5.805 0.874 -0.74
H 4.134 5.308 0.381 0.46
H 3.221 3.098 -0.312 0.44
H -0.648 4.272 0.457 0.50
H 0.103 6.542 1.208 0.48
```



Record 2
This record from the Open Molecules 2025 dataset describes 11 unconnected molecules or ions with the total composition C13H48N6O11 at a distorted geometry. The level of theory is ωB97M-V with the def2-TZVPD basis set.

Properties
HOMO = -0.3164 hartree
Relative energy (zero: lowest compared OMol25 entry of this formula, charge and spin) = 173.2 kJ/mol
SMILES = NC(N)=O.NC(N)=O.NC(N)=O.CCO.CCO.CO.CO.CO.CO.CO.CO
LUMO energy = -0.8 eV
HOMO-LUMO gap = 7.8191 eV

The geometry in XYZ format:
```
78
Properties=species:S:1:pos:R:3:mulliken_charge:R:1
N 3.340 1.750 0.268 -0.22
C 3.314 2.847 -0.449 0.58
N 3.140 3.953 0.284 -0.44
O 3.425 2.938 -1.831 -0.70
H 3.438 0.834 -0.166 0.25
H 2.846 1.676 1.150 0.09
H 3.167 4.887 -0.153 0.28
H 3.140 4.036 1.304 0.19
N -1.370 -1.558 -2.585 0.15
C -2.378 -1.875 -1.802 0.39
N -2.666 -0.981 -0.948 -0.09
O -3.128 -3.052 -2.018 -0.81
H -1.127 -2.219 -3.341 0.27
H -0.887 -0.687 -2.655 -0.23
H -3.582 -1.091 -0.569 0.17
H -1.975 -0.485 -0.377 0.06
N -0.064 -1.788 4.625 -0.37
C -0.938 -1.136 3.897 0.42
N -0.738 0.138 3.965 -0.29
O -2.055 -1.670 3.277 -0.64
H 0.018 -2.789 4.503 0.31
H 0.871 -1.480 4.941 0.22
H -1.470 0.740 3.669 0.06
H 0.066 0.513 4.513 0.14
C -1.162 3.179 1.624 -0.23
C 0.037 3.172 0.804 0.62
O 0.267 4.417 0.291 -0.67
H -1.262 4.076 2.293 0.46
H -1.042 2.283 2.300 -0.31
H -2.156 3.202 1.038 0.13
H 0.051 2.547 -0.120 -0.32
H 0.914 2.904 1.391 -0.10
H 1.107 4.420 -0.092 0.34
C 2.454 -0.275 -5.318 -1.08
C 0.999 -0.215 -4.918 -0.39
O 0.951 -0.074 -3.499 -0.25
H 2.567 -0.376 -6.391 0.40
H 2.917 -1.209 -4.944 0.22
H 2.933 0.609 -4.976 0.30
H 0.496 -1.163 -5.238 0.24
H 0.417 0.589 -5.433 0.36
H 0.824 0.866 -3.311 0.17
C 0.344 -0.275 -0.016 0.99
O -0.862 0.049 0.724 1.17
H 0.610 -1.254 0.443 0.10
H 1.110 0.448 0.048 -0.28
H 0.099 -0.493 -1.061 -1.00
H -0.597 0.068 1.596 -0.47
C 1.417 -3.253 -2.248 0.14
O 2.738 -3.796 -2.171 -0.54
H 1.130 -3.022 -3.297 0.16
H 1.174 -2.395 -1.661 -0.37
H 0.585 -3.985 -1.950 0.30
H 2.822 -4.435 -2.873 0.32
C -4.006 1.015 2.174 -0.34
O -5.208 0.435 2.761 -0.57
H -4.222 1.683 1.353 0.31
H -3.372 0.202 1.775 0.01
H -3.392 1.547 2.847 0.26
H -5.617 -0.130 2.062 0.33
C 2.644 -0.371 2.536 -0.38
O 2.442 0.994 2.751 -0.64
H 1.684 -0.939 2.549 -0.09
H 3.201 -0.830 3.393 0.31
H 3.198 -0.547 1.638 0.33
H 2.059 1.098 3.612 0.30
C -0.201 -3.817 1.507 -0.39
O 0.288 -4.693 0.558 -0.46
H -0.819 -4.352 2.189 0.42
H -0.730 -3.019 0.991 0.00
H 0.651 -3.449 2.067 0.16
H 0.667 -5.382 1.087 0.26
C -2.694 2.070 -1.628 -0.37
O -1.867 1.170 -2.263 -0.48
H -3.614 2.128 -2.205 0.38
H -2.139 3.023 -1.682 0.22
H -2.967 1.749 -0.587 -0.11
H -2.258 0.324 -2.055 0.31
```



Record 3
This record from the Open Molecules 2025 dataset describes a single C12H18O2 molecule at a distorted geometry. The level of theory is ωB97M-V with the def2-TZVPD basis set.

Properties
HOMO = -0.3536 hartree
Relative energy (zero: lowest compared OMol25 entry of this formula, charge and spin) = 15.2 kJ/mol
SMILES = C=C1[C@@H](O)C[C@H]2C[C@@H]3CCC[C@@H]3[C@@]12O
LUMO energy = 0.8 eV
HOMO-LUMO gap = 10.4352 eV

The geometry in XYZ format:
```
32
Properties=species:S:1:pos:R:3:nbo_charge:R:1
C 1.833 0.115 2.415 -0.40
C 0.636 -0.172 1.949 0.00
C -0.661 -0.195 2.711 0.05
O -1.046 1.089 3.161 -0.70
C -1.679 -0.860 1.764 -0.42
C -1.185 -0.635 0.334 -0.26
C -1.521 0.740 -0.252 -0.39
C -0.379 1.049 -1.217 -0.21
C -0.583 0.476 -2.623 -0.40
C 0.840 0.241 -3.110 -0.39
C 1.531 -0.359 -1.885 -0.42
C 0.874 0.324 -0.670 -0.26
C 0.346 -0.663 0.395 0.26
O 0.825 -1.978 0.287 -0.72
H 2.709 0.130 1.788 0.19
H 1.978 0.364 3.453 0.21
H -0.558 -0.769 3.639 0.19
H -1.014 1.703 2.418 0.46
H -1.695 -1.932 1.970 0.22
H -2.680 -0.459 1.919 0.22
H -1.534 -1.429 -0.327 0.22
H -1.548 1.492 0.539 0.18
H -2.489 0.745 -0.752 0.22
H -0.201 2.126 -1.289 0.21
H -1.147 1.147 -3.269 0.21
H -1.112 -0.476 -2.561 0.20
H 0.887 -0.415 -3.978 0.21
H 1.303 1.194 -3.379 0.19
H 1.339 -1.432 -1.844 0.22
H 2.610 -0.206 -1.914 0.21
H 1.567 1.029 -0.204 0.22
H 1.757 -1.982 0.532 0.47
```



Record 4
This record from the Open Molecules 2025 dataset describes a molecular structure, C28H51GaN2O2S2Si2. The level of theory is ωB97M-V with the def2-TZVPD basis set.

Properties
HOMO = -0.2830 hartree
Relative energy (zero: lowest compared OMol25 entry of this formula, charge and spin) = 0.0 kJ/mol
LUMO energy = -0.2 eV
HOMO-LUMO gap = 7.5027 eV

The geometry in XYZ format:
```
88
Properties=species:S:1:pos:R:3:mulliken_charge:R:1
Ga -0.030 -0.139 -0.203 1.59
O -1.927 -3.018 -2.846 -0.63
C -1.064 -4.047 -2.929 0.13
C -1.466 -5.147 -3.687 -0.76
C -0.628 -6.230 -3.836 -0.23
C 0.624 -6.229 -3.226 -0.93
C 1.016 -5.140 -2.476 -0.42
C 0.185 -4.023 -2.305 0.19
C 0.675 -2.863 -1.487 0.88
O -0.154 -1.849 -1.239 -0.43
N 1.897 -2.992 -1.118 -0.26
N 2.480 -1.979 -0.387 -0.33
C 3.718 -2.265 -0.249 -0.02
S 4.828 -1.238 0.599 -0.06
C 6.324 -2.024 -0.060 -0.62
C 6.041 -3.506 -0.171 -0.58
S 4.419 -3.728 -0.956 -0.05
H -1.522 -2.340 -2.274 0.45
H -2.445 -5.116 -4.146 0.43
H -0.946 -7.076 -4.432 0.38
H 1.288 -7.076 -3.337 0.40
H 1.983 -5.132 -2.000 0.38
H 7.133 -1.805 0.636 0.38
H 6.551 -1.585 -1.031 0.29
H 6.025 -3.975 0.813 0.30
H 6.779 -4.006 -0.798 0.37
C -0.345 2.577 1.084 -1.46
Si 1.230 1.564 1.213 -1.25
C 1.362 1.133 3.090 2.51
C 2.751 0.749 3.601 -1.68
C 0.876 2.340 3.904 -1.85
C 0.415 -0.050 3.333 -1.48
C 2.532 2.736 0.365 2.50
C 3.941 2.742 0.969 -1.80
C 2.609 2.303 -1.108 -1.63
C 2.042 4.191 0.422 -1.87
H -0.333 3.520 1.629 0.81
H -1.203 1.997 1.416 0.27
H -0.507 2.792 0.027 -0.38
H 3.490 1.532 3.428 0.32
H 3.115 -0.169 3.143 0.29
H 2.700 0.576 4.682 0.51
H 1.488 3.228 3.717 0.31
H 0.950 2.107 4.971 0.56
H -0.162 2.593 3.692 0.25
H 0.728 -0.934 2.771 0.29
H -0.613 0.190 3.045 -0.11
H 0.402 -0.316 4.395 0.63
H 4.404 1.760 0.994 0.15
H 3.936 3.145 1.984 0.39
H 4.584 3.391 0.365 0.55
H 2.984 1.281 -1.208 0.23
H 3.276 2.969 -1.666 0.51
H 1.626 2.349 -1.589 0.33
H 1.923 4.540 1.451 0.30
H 1.097 4.339 -0.098 0.30
H 2.788 4.832 -0.060 0.53
C -3.354 -0.922 -1.598 -1.66
Si -2.562 0.386 -0.505 -0.65
C -3.553 0.150 1.159 2.82
C -3.421 1.262 2.211 -1.89
C -5.051 -0.007 0.859 -1.93
C -3.041 -1.157 1.784 -1.88
C -2.898 2.006 -1.547 2.61
C -3.024 3.320 -0.764 -1.76
C -1.738 2.117 -2.545 -1.90
C -4.207 1.875 -2.342 -1.98
H -4.416 -0.708 -1.691 0.60
H -3.255 -1.927 -1.191 0.47
H -2.941 -0.924 -2.607 0.43
H -3.562 2.261 1.798 0.18
H -2.454 1.237 2.715 0.33
H -4.178 1.116 2.989 0.58
H -5.465 0.879 0.372 0.33
H -5.595 -0.147 1.800 0.57
H -5.262 -0.871 0.232 0.34
H -1.960 -1.134 1.947 0.26
H -3.260 -2.021 1.153 0.34
H -3.516 -1.325 2.757 0.44
H -2.155 3.563 -0.162 0.30
H -3.892 3.302 -0.102 0.36
H -3.174 4.146 -1.468 0.57
H -0.772 2.205 -2.037 0.20
H -1.859 3.004 -3.176 0.50
H -1.686 1.245 -3.203 0.31
H -5.070 1.737 -1.689 0.30
H -4.185 1.052 -3.054 0.39
H -4.371 2.797 -2.911 0.54
```